A gas-phase ion, C3H10N3Si (charge +1) at a distorted geometry, computed with ωB97M-V with the def2-TZVPD basis set.

Values from the calculation:
**HOMO**: -14.0 eV
**Multiplicity**: 1
**E**: -15614.0094 eV
**Net charge**: +1
**Relative energy (zero: lowest compared OMol25 entry of this formula, charge and spin)**: 0.00 kJ/mol

Positions of all 17 atoms, in Å:
C (0.76, -2.08, -0.75)
C (0.40, 1.30, -1.41)
C (-0.15, 1.54, 1.82)
N (-2.74, -0.79, 0.32)
N (-1.75, -0.31, 0.46)
N (-0.09, -1.22, 0.08)
Si (-0.09, 0.52, 0.24)
H (0.14, -2.80, -1.28)
H (1.31, -1.48, -1.47)
H (1.48, -2.63, -0.14)
H (-0.37, 1.96, -1.80)
H (1.29, 1.90, -1.27)
H (0.61, 0.55, -2.17)
H (-0.14, 0.93, 2.72)
H (0.66, 2.26, 1.90)
H (-1.08, 2.11, 1.84)
H (-0.25, -1.75, 0.94)